# 1
Formula: C22H39BrF6O13P3S
Source: OMol25
Level of theory: the ωB97M-V functional and the def2-TZVPD basis

Geometry (Å):
1 C 2.6003 -2.6581 -3.2391
2 C 3.1369 -1.2719 -2.9309
3 O 2.1624 -0.2597 -2.9610
4 C 1.2910 -0.0575 -1.8632
5 C -0.0154 -0.7755 -2.2272
6 O -0.2341 -0.7548 -3.6339
7 C -1.2662 -1.5879 -3.9805
8 C -2.6467 -1.0188 -3.8870
9 O -1.0418 -2.7231 -4.3614
10 O 1.8693 -0.4667 -0.6663
11 C 1.5956 -1.4140 0.3581
12 C 1.7394 -0.6126 1.6568
13 C 1.7680 -1.3824 2.9620
14 C 1.6999 -0.4310 4.1360
15 F 2.0360 -1.0708 5.2798
16 F 0.4313 0.0269 4.3000
17 F 2.4995 0.6619 4.0273
18 C 0.3052 -2.2188 0.4242
19 S -1.2245 -1.2601 0.7095
20 C -1.8305 -2.0026 2.2719
21 C -3.3210 -2.3424 2.2293
22 P 3.0667 -2.6496 0.1950
23 O 4.1526 -1.8970 1.1659
24 Br 2.4885 -4.4043 1.4491
25 C 1.1856 1.5268 -1.7884
26 C 0.9384 2.1350 -3.1769
27 C -0.4392 2.7264 -3.4538
28 C -0.4787 3.2020 -4.9007
29 O -1.5206 1.8326 -3.3144
30 O 0.0482 1.7200 -0.9101
31 C -0.2905 2.8405 -0.1241
32 C -0.1743 2.5599 1.3657
33 O 0.4164 3.9861 -0.4957
34 P -2.1016 3.4746 -0.3337
35 P -3.4585 1.9221 0.3243
36 O -3.0891 1.3242 1.6041
37 O -4.8641 2.7098 0.4324
38 O -3.7096 0.8563 -0.8613
39 C 2.5689 2.0454 -1.2149
40 F 2.8647 3.3092 -1.5890
41 F 2.5824 2.0264 0.1334
42 F 3.6116 1.3170 -1.6392
43 H 1.9232 -3.0455 -2.4849
44 H 3.4471 -3.3313 -3.3612
45 H 2.0965 -2.6129 -4.2018
46 H 3.7703 -1.2495 -2.0462
47 H 3.8132 -1.0257 -3.7508
48 H 0.1568 -1.8163 -1.9638
49 H -0.8718 -0.3996 -1.6732
50 H -3.0620 -1.2238 -2.9019
51 H -3.2579 -1.5216 -4.6297
52 H -2.6635 0.0489 -4.0746
53 H 0.9268 0.1081 1.6977
54 H 2.6561 -0.0363 1.5841
55 H 2.6554 -1.9868 3.1112
56 H 0.9003 -2.0183 3.1172
57 H 0.3659 -2.8859 1.2723
58 H 0.1397 -2.8700 -0.4312
59 H -1.6032 -1.3059 3.0722
60 H -1.2414 -2.8992 2.4408
61 H -3.4692 -3.3494 2.6063
62 H -3.8771 -1.6450 2.8449
63 H -3.7021 -2.2888 1.2141
64 H 4.9386 -1.7751 0.6257
65 H 1.6230 2.9540 -3.3758
66 H 1.1511 1.4091 -3.9557
67 H -0.5664 3.6208 -2.8451
68 H -0.4718 2.3279 -5.5497
69 H -1.4011 3.7486 -5.0780
70 H 0.3801 3.8252 -5.1296
71 H -1.6705 1.6567 -2.3803
72 H 0.8433 2.7359 1.7042
73 H -0.8117 3.2523 1.9142
74 H -0.5197 1.5625 1.6124
75 H 0.7761 4.3962 0.2937
76 H -2.4005 3.4531 -1.7108
77 H -5.2307 2.9482 -0.4240
78 H -4.4611 1.0746 -1.4165
79 C -0.2930 -1.2614 7.6260
80 C -1.8337 -1.2272 7.4419
81 O -2.4143 -0.1683 7.7641
82 O -2.3321 -2.2789 6.9732
83 H 0.0842 -0.3184 8.0250
84 H -0.0197 -2.0716 8.3064
85 H 0.1745 -1.4527 6.6650

Cartesian forces, eV/Å:
0.17 0.31 -0.29
0.41 -0.46 -0.62
0.12 0.11 0.41
0.06 0.21 -0.98
0.21 -0.35 0.22
-0.15 0.07 0.04
0.32 -1.55 -0.59
-0.18 0.03 -0.36
-0.17 1.55 0.48
0.15 0.16 -0.09
-0.05 -0.92 1.57
0.32 0.30 -0.11
-0.03 0.25 0.47
-0.58 -0.03 0.57
0.11 0.39 -0.51
0.60 0.04 -0.13
-0.16 -0.44 -0.03
-0.77 0.21 -0.51
-0.05 -0.05 -0.05
0.12 0.15 -0.06
0.23 0.18 0.02
-0.16 0.22 -0.64
-0.02 0.03 -0.15
0.03 -0.07 0.15
-0.32 -0.12 0.24
-0.12 0.13 -0.40
0.30 0.38 -0.49
-0.13 -0.34 0.18
-0.28 0.05 0.00
0.50 -0.17 -0.12
-0.65 0.20 0.19
-0.07 0.22 0.02
0.36 -0.09 -0.51
0.08 0.52 0.39
-0.12 -0.28 0.49
0.10 0.03 -0.27
0.11 -0.19 -0.22
0.19 0.00 0.04
-0.25 0.15 0.33
-0.22 -0.15 0.14
0.01 0.11 -0.35
-0.05 0.11 0.17
-0.05 -0.13 0.08
0.02 -0.19 0.22
-0.29 -0.08 0.03
-0.27 0.10 0.33
-0.02 0.23 -0.06
-0.13 -0.02 0.07
-0.04 0.13 0.02
0.03 0.01 0.17
-0.12 -0.16 0.04
0.16 0.10 0.13
-0.13 -0.03 -0.16
0.08 0.06 -0.03
0.15 -0.04 -0.17
-0.06 -0.16 -0.10
0.22 0.01 0.10
0.19 -0.06 -0.09
-0.06 0.03 0.14
0.05 -0.09 -0.01
-0.15 -0.06 0.10
-0.14 0.02 0.07
-0.08 -0.05 -0.14
0.32 0.03 0.17
0.19 0.07 0.22
-0.03 -0.26 0.12
-0.15 0.01 0.41
0.06 -0.04 -0.14
-0.03 0.12 -0.07
0.04 0.14 -0.06
0.15 -0.13 0.14
0.25 -0.27 -0.02
-0.06 0.06 0.06
0.02 -0.12 -0.05
0.19 0.05 0.14
0.11 -0.26 -0.07
-0.18 0.25 -0.02
-0.13 -0.14 -0.20
-0.13 0.13 0.17
0.04 -0.01 -0.02
-0.01 0.01 0.03
0.01 -0.04 -0.06
-0.03 0.01 -0.01
-0.01 -0.05 -0.05
0.03 -0.11 -0.03

The net charge is -1. The largest force on an atom comes out at 0.0354 Eh/bohr. As for the HOMO energy: -3.710 eV. As for the LUMO energy: 1.3 eV.



# 2
Formula: C22H39Cl2N4O3SSm
Source: OMol25
Level of theory: the ωB97M-V functional and the def2-TZVPD basis

Geometry (Å):
1 O 0.7344 -0.2576 -3.2678
2 C -0.3769 0.3931 -3.2302
3 C -0.3342 1.8456 -3.7010
4 C 0.2454 2.9001 -2.9921
5 H 0.4539 2.7690 -1.9222
6 C 0.4616 4.1094 -3.6721
7 H 0.9360 4.9181 -3.1205
8 C 0.0648 4.2549 -4.9992
9 H 0.2566 5.1914 -5.5013
10 C -0.5543 3.2084 -5.6779
11 H -0.8891 3.3159 -6.7110
12 C -0.7470 2.0028 -5.0194
13 H -1.2478 1.1632 -5.5209
14 H -1.1196 -0.1179 -3.8928
15 C -2.5095 -0.9190 -2.0359
16 C -1.7253 0.3674 -1.7069
17 H -3.3075 -0.7347 -2.8028
18 H -3.0281 -1.2446 -1.1079
19 H -1.8634 -1.7182 -2.4393
20 C -2.4221 1.5284 -1.5716
21 C -3.9070 1.6325 -1.4530
22 H -1.9494 2.5007 -1.7811
23 H -4.3435 2.0639 -2.3774
24 H -4.1805 2.2794 -0.6184
25 H -4.3955 0.6697 -1.2556
26 Sm -1.0395 0.0794 0.5134
27 Cl 0.1607 2.4153 0.4781
28 Cl -3.3233 0.4837 1.6006
29 H 4.5312 1.2802 -2.5398
30 H 4.7683 1.6209 -0.1287
31 C 3.4418 1.2980 -2.4010
32 C 3.6899 1.5205 0.0523
33 N 3.1013 0.8119 -1.0755
34 H 2.9371 0.6758 -3.1483
35 C 2.3612 -0.2967 -0.9150
36 O 1.4665 -0.4442 -0.0532
37 H 3.5174 0.9774 0.9903
38 H 2.6453 -1.1366 -1.6242
39 H 3.1084 2.3390 -2.5092
40 H 3.2523 2.5237 0.1228
41 H -0.4139 -5.6325 0.7983
42 H 1.3809 -5.8173 -1.0806
43 C -0.9560 -4.9377 0.1485
44 C 0.7533 -5.1159 -1.6423
45 N 0.0051 -4.2730 -0.7259
46 H -1.4893 -4.1933 0.7447
47 C 0.0253 -2.9417 -0.8142
48 O -0.7776 -2.2145 -0.1757
49 H 1.3764 -4.4739 -2.2721
50 H 0.8014 -2.5120 -1.4796
51 H -1.6563 -5.5272 -0.4571
52 H 0.0665 -5.7049 -2.2658
53 C -2.3421 -0.9210 4.5709
54 N -1.0781 -0.3086 4.9653
55 C -1.1233 0.7854 5.9476
56 C 0.0093 -0.4162 4.1707
57 S -0.0464 -1.2301 2.6838
58 N 1.1873 0.0969 4.6821
59 C 1.5956 -0.4998 5.9628
60 C 2.3057 0.3265 3.7624
61 H -3.0170 -0.9171 5.4392
62 H -2.1622 -1.9477 4.2316
63 H -2.8038 -0.3464 3.7426
64 H -1.1735 0.3844 6.9726
65 H -0.2251 1.4011 5.8269
66 H -2.0158 1.4073 5.7810
67 H 1.7687 -1.5861 5.8739
68 H 2.5315 -0.0195 6.2602
69 H 0.8365 -0.3148 6.7297
70 H 2.6793 -0.6180 3.3333
71 H 1.9878 0.9955 2.9500
72 H 3.0992 0.8016 4.3506

Cartesian forces, eV/Å:
-0.73 0.63 1.50
0.70 -0.51 -1.68
0.41 -0.51 0.48
-0.20 0.09 -0.51
0.19 0.13 -0.60
-0.16 -0.58 0.60
-0.13 0.05 -0.26
0.18 0.02 0.02
-0.05 0.10 -0.09
-0.06 0.06 0.05
0.15 0.09 0.27
-0.26 0.06 -0.09
0.33 0.36 0.14
-0.50 0.12 0.90
-0.88 0.23 0.53
-0.27 0.65 -3.23
0.59 0.01 0.69
0.05 -0.45 -0.60
-0.22 0.42 0.45
-0.12 -0.37 -1.08
-0.63 -0.17 -0.10
0.20 -0.50 0.80
0.26 -0.11 0.35
0.02 0.15 -0.09
0.18 0.24 -0.14
1.61 0.32 0.01
-0.14 -0.03 0.48
-0.38 0.05 0.10
-0.09 -0.01 -0.09
-0.15 -0.09 0.05
0.51 -0.41 -0.09
-0.64 0.47 -0.05
0.44 0.03 0.39
0.05 0.26 0.14
-1.30 -0.60 0.00
1.60 -0.26 -0.78
-0.04 0.15 -0.36
-0.77 0.88 0.37
-0.11 -0.29 0.03
0.10 -0.12 0.23
-0.09 0.13 0.00
-0.02 0.16 -0.11
0.11 -0.17 -0.07
0.14 0.06 0.10
-0.39 0.26 -0.03
0.14 -0.20 -0.18
-0.57 0.65 0.55
0.99 -0.84 -0.47
-0.08 -0.25 0.04
-0.50 -0.10 0.20
0.02 0.20 0.13
0.14 0.23 0.07
-0.41 0.15 -0.06
0.86 0.62 -0.45
-0.27 -0.12 0.21
-0.47 0.06 0.44
0.56 -0.55 0.90
-0.06 -0.45 -0.17
0.01 0.19 0.11
-0.12 -0.12 -0.09
0.29 -0.05 -0.23
-0.10 0.29 0.14
0.21 -0.41 0.50
0.02 0.16 -0.28
-0.39 -0.14 0.11
0.23 -0.29 -0.08
-0.06 0.28 -0.04
-0.20 -0.11 0.10
0.35 -0.16 -0.12
-0.06 0.28 0.07
0.11 -0.26 0.23
-0.16 -0.03 -0.25

The largest force on an atom comes out at 0.0643 Eh/bohr. As for the HOMO energy (alpha / beta): -7.106 / -7.138 eV. As for the spin multiplicity: 6. As for the LUMO energy (alpha / beta): 0.3 / 0.3 eV. Its energy above the lowest of the compared OMol25 structures with the same formula, charge and spin is 0.0 kcal/mol. Its expectation value of S² is 8.762.